Entry 1:
105
Properties=species:S:1:pos:R:3:forces:R:3:lowdin_spin:R:1 method="wB97M-V/def2-TZVPD" charge=+1 multiplicity=6 energy_ev=-85939.902 orbital_gap_ha="0.2943 / 0.2782"
Mn 5.22966 -18.81255 -4.28162 -2.6 0.2 1.4 4.691
O 2.59577 -15.76742 -7.85329 -0.7 0.0 0.3 0.000
O 3.87648 -18.93219 -2.77697 1.3 0.1 -1.5 0.127
O 4.63814 -20.77461 -4.91942 0.4 -0.5 -0.6 0.048
O 6.79891 -19.98912 -3.50626 0.1 -0.8 0.7 0.041
O 3.91767 -17.46752 -5.51236 0.4 0.4 0.0 0.035
O -4.25177 -20.29542 -3.34773 0.0 0.1 -0.3 0.000
O 2.33756 -14.85754 -1.13728 -0.2 0.3 0.0 0.000
O 0.26887 -13.58192 -2.69421 0.1 0.6 0.2 0.000
O -0.31851 -19.24506 -7.55810 0.3 -0.5 -0.1 0.000
O 2.83212 -19.31412 2.99562 0.0 0.1 -0.1 0.000
O -2.80062 -17.70955 -4.24206 -0.5 0.7 0.1 0.000
O 5.42251 -20.97016 4.91113 0.1 0.6 -0.3 0.000
O 2.14410 -20.32422 -8.74232 0.7 0.3 -0.2 0.000
C 2.80830 -20.72240 -9.93559 -0.3 -0.8 -0.1 0.000
C -0.66548 -18.66189 -6.28720 -0.4 -1.0 -1.5 0.000
C -4.29237 -19.60986 -4.58114 0.5 0.4 -0.2 0.000
C 0.17643 -20.55017 -7.39867 0.9 -0.4 0.4 0.000
C 2.85516 -14.62997 -8.63580 1.2 0.4 -0.2 0.000
C 4.15993 -20.38271 4.63074 0.1 -1.0 0.4 0.000
C 2.74849 -19.48051 -2.18672 0.3 0.5 1.1 0.016
C -2.25559 -17.90462 -2.95714 1.6 -0.7 -0.7 0.000
C 3.58421 -16.75887 -7.92553 0.6 0.6 -0.7 0.000
C 5.40347 -21.75946 6.07042 0.8 -0.5 0.1 0.000
C 3.39609 -17.75948 -6.81552 -0.1 -1.5 -0.4 0.004
C 1.44075 -18.89873 -2.64814 -1.0 0.4 -0.7 0.003
C 1.00407 -15.34417 -1.02289 0.4 0.9 0.4 0.000
C 2.70518 -18.97210 1.63532 0.2 -0.4 -0.1 0.000
C 0.16911 -14.87803 -2.22370 0.2 -2.1 -0.2 0.000
C 6.63080 -21.40359 -3.81048 0.4 0.2 -0.9 0.003
C 4.16230 -19.72076 3.27642 -0.4 0.0 0.0 0.000
C -4.17000 -18.09872 -4.37274 1.1 -1.3 0.6 0.000
C 1.36217 -13.29674 -3.53499 0.6 0.1 -0.2 0.000
C 5.19062 -21.76828 -4.05799 -0.5 0.3 0.1 0.003
C -4.48265 -21.69212 -3.47328 -0.6 0.7 0.8 0.000
C 8.16333 -19.75402 -3.11214 0.2 -0.4 -0.1 0.007
C 3.21389 -15.51394 -0.24890 0.5 -0.2 -0.9 0.000
C 3.30518 -21.00429 -5.39503 -0.2 0.4 -0.9 0.004
C 3.27784 -16.27690 -4.94387 1.1 -1.0 0.4 0.004
C 0.95999 -21.08079 -8.57809 -0.4 0.4 -0.2 0.000
H -4.52220 -17.60448 -5.27322 -0.4 0.3 0.3 0.000
H -5.21065 -19.79361 -5.15093 -0.1 -0.3 0.2 0.000
H 8.42900 -20.35281 -2.23985 -0.4 0.1 0.2 0.001
H 3.41177 -18.18824 1.34197 -0.2 0.2 0.1 0.000
H 3.63904 -16.21887 -3.91769 -0.2 0.0 0.1 0.001
H 4.80784 -18.83642 3.23216 0.3 -0.2 0.0 0.000
H 2.80954 -19.28347 -1.10606 0.0 0.1 0.0 0.003
H 1.12500 -19.21145 -3.65127 0.1 -0.3 0.1 0.000
H 3.55008 -17.25548 -8.90669 -0.4 -0.4 0.2 0.000
H 2.32480 -13.46473 -3.04803 -0.1 -0.5 0.0 0.000
H 0.56396 -15.02656 -0.07174 0.1 0.0 0.1 0.000
H -1.98833 -18.96450 -2.87552 -0.7 -0.1 0.8 0.000
H -0.88908 -15.10769 -2.08314 0.0 0.3 0.5 0.000
H 8.29223 -18.70206 -2.88417 0.0 0.0 -0.2 0.001
H 5.14295 -22.74629 -4.54342 0.1 0.0 0.0 0.001
H -5.35436 -21.84220 -4.11617 0.1 -0.3 -0.1 0.000
H 3.88067 -19.69092 5.43216 -0.2 0.0 -0.1 0.000
H -4.75252 -21.97751 -2.45533 0.1 -0.4 -0.2 0.000
H -0.58430 -21.30766 -7.18202 -0.4 0.2 0.1 0.000
H 3.82517 -18.72871 -7.08503 0.4 0.3 -0.2 0.001
H 1.26785 -13.85316 -4.47178 0.2 -0.2 0.0 0.000
H -1.24395 -17.48109 -2.95770 -0.3 0.6 -0.1 0.000
H 1.09957 -16.43387 -1.05219 -0.6 -0.1 0.1 0.000
H -3.42713 -19.91068 -5.18232 -0.1 -0.1 -0.3 0.000
H 4.58165 -16.29332 -7.98568 0.1 -0.1 0.7 0.000
H 2.33833 -18.03760 -6.74537 -0.2 0.5 0.1 0.000
H 2.68280 -20.58173 -2.19845 0.2 -0.1 -0.5 0.002
H 0.44211 -15.69451 -2.91845 0.1 0.8 -1.1 0.000
H 4.57240 -21.80406 -3.15658 0.3 0.1 0.2 0.000
H 3.59564 -13.98600 -8.14047 -0.1 0.1 0.2 0.000
H 3.85158 -20.43230 -10.06777 -0.1 0.8 0.7 0.000
H 2.88277 -21.81789 -9.91687 -0.3 0.0 -0.4 0.000
H -2.80413 -17.46818 -2.12369 -0.4 -0.3 -0.1 0.000
H 0.63079 -19.13718 -1.95283 0.0 -0.3 -0.1 0.000
H 1.96179 -14.04085 -8.81086 -0.2 -0.3 0.1 0.000
H 1.41401 -12.24050 -3.79953 -0.7 0.1 0.2 0.000
H 0.86436 -20.56096 -6.54320 0.0 0.0 0.2 0.000
H 7.05477 -22.09107 -3.07701 0.0 0.5 0.4 0.000
H 4.21649 -15.12068 -0.42789 -0.1 0.4 0.3 0.000
H 2.23295 -20.35749 -10.78732 0.1 -0.3 -0.2 0.000
H 0.30840 -21.08021 -9.46104 0.2 0.4 -0.2 0.000
H 2.94283 -19.83445 0.99898 0.0 -0.1 0.1 0.000
H 4.45016 -20.47997 2.53836 0.3 0.2 0.0 0.000
H 6.43612 -22.06997 6.23823 0.0 0.2 0.1 0.000
H 3.32347 -16.56262 -0.56094 -0.4 -0.2 0.5 0.000
H -1.33680 -17.86585 -6.59225 0.2 0.3 0.7 0.000
H 1.23036 -22.13577 -8.44688 -0.1 -0.1 0.4 0.000
H 3.34172 -14.87708 -9.58637 -0.4 -0.2 -0.2 0.000
H -3.61894 -22.27547 -3.80066 0.1 0.2 -0.2 0.000
H -4.68505 -17.91145 -3.42569 -0.4 0.6 -0.3 0.000
H 0.24096 -18.36023 -5.75615 -0.2 0.2 0.1 0.000
H 2.62931 -20.34628 -4.85213 -0.1 -0.2 0.1 0.000
H 2.96146 -22.03908 -5.40326 0.4 -0.1 0.7 0.001
H 8.81650 -20.11817 -3.90858 0.1 0.4 -0.1 0.000
H 3.66534 -15.42254 -5.49061 -0.7 0.2 -0.1 0.000
H 4.86370 -22.70505 5.94884 -0.5 0.2 -0.1 0.000
H 1.40552 -17.80745 -2.72614 0.6 0.0 0.3 0.000
H 3.31592 -20.74932 -6.45716 -0.1 0.3 0.1 0.000
H 7.23804 -21.50872 -4.71552 -0.3 -0.5 -0.2 0.000
H 2.21220 -16.48630 -4.96290 -0.1 0.6 -0.1 0.000
H 1.67652 -18.69051 1.42165 0.0 0.2 0.2 0.000
H -1.21146 -19.43519 -5.74276 -0.1 0.4 0.4 0.000
H 5.06054 -21.23348 6.96355 -0.2 0.1 -0.1 0.000
H 2.92117 -15.39314 0.79412 0.0 -0.1 0.1 0.000
H 3.47334 -21.23870 4.58553 -0.5 0.4 0.1 0.000


Entry 2:
119
Properties=species:S:1:pos:R:3:forces:R:3:lowdin_spin:R:1 method="wB97M-V/def2-TZVPD" multiplicity=2 energy_ev=-127684.628 orbital_gap_ha="0.3173 / 0.3178"
V -0.98831 0.55742 -0.36486 1.6 -2.7 0.7 1.172
P 1.59925 3.11675 -1.11961 0.7 1.4 -0.6 0.002
P -3.59956 -1.92659 0.45562 -1.4 -0.5 2.8 0.001
P 3.01449 -0.75616 2.13698 0.1 -1.5 1.7 0.000
F -2.67693 4.31992 2.47742 0.1 -0.5 -1.6 0.000
F 1.88621 -1.62261 -4.59638 -0.4 0.6 0.6 0.000
F 0.15625 -1.64252 -5.77913 -1.2 -0.7 -0.2 0.000
F -3.55481 4.91777 0.56638 0.5 -0.3 0.1 0.000
F -1.37416 4.72067 0.75889 -1.0 -0.6 0.1 0.000
F 0.72328 0.23728 -4.95481 0.3 -0.8 0.4 0.000
O -0.17231 -0.55409 0.40873 -1.1 2.0 -0.7 -0.227
O 0.31658 -2.34591 -2.59719 0.8 -2.4 0.8 -0.001
O -2.35573 2.36927 -0.67129 -1.6 1.4 -0.8 0.001
O 0.65757 1.96025 -0.76429 1.4 1.7 -0.2 0.009
O -0.60936 -0.30226 -2.37686 0.5 0.5 -2.0 0.025
O -2.70213 -0.91879 -0.18489 -1.2 -0.4 -0.8 0.003
O 2.35751 0.37955 1.48873 0.8 0.7 -0.5 -0.001
O -2.03550 1.61166 1.34202 -0.8 2.2 -1.6 0.012
N 2.08895 4.19928 0.14443 -2.4 -1.2 -2.8 0.001
N 1.01012 4.16466 -2.39490 0.3 -0.7 0.7 0.000
N 4.73306 -0.60088 2.37808 -0.4 0.3 0.5 0.000
N 2.80471 -2.15613 1.24159 -0.1 -1.7 1.6 0.000
N -4.15450 -3.26439 -0.47944 1.8 1.6 1.0 0.000
N -2.90104 -2.56102 1.90229 -1.3 -0.4 -0.6 0.000
N 3.12234 2.61987 -1.74624 -2.2 -0.7 -0.5 0.000
N -5.10272 -1.25734 1.06955 2.7 1.4 -1.6 0.000
N 2.31608 -1.09671 3.70427 1.5 -0.2 -0.3 0.000
C -2.56500 4.15642 1.11015 0.8 0.2 1.0 0.001
C 2.93053 -0.64580 4.98023 -0.3 0.3 -1.5 0.000
C 0.99536 3.59327 -3.74904 1.0 -0.1 -0.1 0.000
C -4.21657 -3.13922 -1.93640 0.1 -1.1 0.5 0.000
C 2.68376 5.50521 -0.11582 0.1 -0.8 0.0 0.000
C -5.64771 -0.12589 0.30429 -0.3 0.4 0.6 0.000
C -2.77407 2.65204 0.67221 2.4 -2.9 1.0 0.000
C 0.04019 5.23351 -2.11610 0.4 -0.6 0.9 0.000
C 3.33061 1.23750 -2.11411 1.2 -0.8 0.7 0.000
C -2.76788 -1.77030 3.14121 -0.7 0.6 -0.4 0.000
C -3.16985 2.95671 -1.72063 2.2 -0.7 -2.6 0.000
C 0.25307 -4.39234 -1.15793 -0.8 0.3 -1.3 0.000
C 5.59550 -1.69319 2.89279 -0.5 0.8 -0.1 0.000
C -1.88097 -3.59778 1.90428 0.4 0.3 -0.5 0.000
C 3.00353 -2.16912 -0.19201 0.3 1.0 0.3 0.000
C 0.99556 -1.71446 3.89474 0.6 -0.1 -0.6 0.000
C -5.95251 -2.04647 1.90097 -0.2 -0.6 0.0 0.000
C 2.89809 -3.52447 1.83790 -0.7 0.6 0.0 0.000
C 5.51804 0.26301 1.44323 -1.6 -0.7 0.5 0.000
C 0.63297 -1.11331 -4.67052 0.7 2.0 1.2 0.001
C -0.26512 -1.30144 -3.33924 -1.9 -0.6 3.6 0.001
C -2.56977 2.29245 -3.07204 -1.3 0.6 1.3 0.000
C -4.73990 -4.48727 0.05005 0.0 -0.1 -0.4 0.000
C 4.16891 3.51852 -2.18578 -0.4 1.3 0.4 0.000
C 2.01371 3.76969 1.51004 0.3 0.0 0.2 0.000
C -0.56515 -3.41875 -2.03748 1.5 0.9 -0.3 0.000
H -1.37057 -3.03829 -1.40927 0.0 0.6 -0.2 0.000
H 6.45814 0.56204 1.90681 -0.1 0.0 0.0 0.000
H 1.87371 -3.85125 2.01665 -0.1 -0.2 0.4 0.000
H 0.85160 -2.39991 3.05955 -0.6 0.4 -0.1 0.000
H -5.99958 0.69938 0.92333 -0.1 -0.2 0.8 0.000
H -2.96873 4.02755 -1.75151 -0.2 0.0 0.1 0.000
H 3.79366 4.34064 -2.79520 -0.3 0.2 0.0 0.000
H 0.92067 -2.33419 4.78829 0.7 -0.2 0.3 0.000
H 1.86085 2.69112 1.54771 0.3 0.0 0.2 0.000
H -1.91946 -1.08599 3.14172 0.1 0.1 -0.3 0.000
H 4.36151 1.22660 -2.46798 0.0 -0.4 -0.1 0.000
H 6.54585 -1.23115 3.16008 0.1 0.0 0.0 0.000
H 2.88326 -1.47824 5.68229 0.1 0.2 0.2 0.000
H 4.93732 3.08023 -2.82262 -0.3 -0.6 0.3 0.000
H -2.86502 1.24320 -3.07458 0.6 -0.1 0.2 0.000
H 3.47783 -3.60173 2.75770 -0.1 0.3 0.0 0.000
H -3.67494 -1.19260 3.31904 0.1 0.2 -0.2 0.000
H 5.68068 -0.32493 0.53992 0.4 0.3 -0.3 0.000
H 5.80645 -2.46371 2.15124 -0.1 -0.2 -0.1 0.000
H -0.98520 -3.98125 -2.87130 -0.1 0.1 -0.2 0.000
H 1.03159 -4.85413 -1.76518 0.5 0.4 0.3 0.000
H -0.93255 -3.07126 1.79754 0.5 -0.4 0.0 0.000
H 0.61872 2.57185 -3.80330 -0.6 0.1 -0.1 0.000
H -4.36454 -4.84304 1.00954 0.3 0.4 0.0 0.000
H 2.22859 6.26172 0.52339 0.1 0.1 0.1 0.000
H 0.39960 5.64606 -1.17338 -0.4 0.5 -0.1 0.000
H 1.23313 4.24179 2.10664 -0.3 0.2 -0.2 0.000
H 2.00057 3.50387 -4.16093 0.5 -0.1 0.4 0.000
H -0.02252 5.98879 -2.89951 0.5 0.0 -0.1 0.000
H 3.74158 5.36668 0.10760 0.2 0.7 0.1 0.000
H 0.57733 4.28526 -4.48014 -0.8 -0.1 0.4 0.000
H -3.85994 2.56741 0.71491 -0.3 -0.4 0.2 0.000
H -5.82497 -4.44928 0.14639 -0.1 0.1 -0.2 0.000
H 4.65030 3.95795 -1.31212 0.3 0.1 -0.1 0.000
H -0.41621 -5.23580 -0.98840 -0.2 0.0 0.5 0.000
H -1.17917 -1.81353 -3.63986 -0.6 0.7 -1.2 0.001
H -6.85763 -1.51080 2.18719 0.2 0.2 0.1 0.000
H 5.22580 -2.14018 3.81563 -0.3 -0.1 -0.2 0.000
H -5.20386 -2.83504 -2.28400 0.1 0.7 -0.1 0.000
H -1.49205 2.44383 -3.13276 -0.1 -0.3 0.3 0.000
H 3.34221 0.64825 -1.19719 -0.3 -0.4 -0.1 0.000
H -2.65790 -2.40917 4.01748 0.0 -0.4 -0.2 0.000
H 3.95118 -0.30094 4.81452 0.1 -0.3 0.0 0.000
H 2.42779 -1.34226 -0.60785 -0.2 -0.4 -0.4 0.000
H 2.40398 0.24076 5.33359 -0.3 -0.1 0.4 0.000
H -1.96996 -4.35504 1.12534 -0.2 0.3 -0.3 0.000
H 2.73546 -3.15446 -0.57325 -0.2 0.4 -0.3 0.000
H -6.28407 -2.95500 1.39826 -0.2 -0.1 0.0 0.000
H -4.50748 -5.22858 -0.71450 -0.1 -0.4 0.3 0.000
H -2.99266 2.67901 -3.99932 -0.2 0.5 0.2 0.000
H -0.98524 4.90521 -1.94636 -0.1 -0.4 0.0 0.000
H 0.17949 -1.00757 4.04453 0.0 0.3 -0.6 0.000
H -4.14305 -4.17201 -2.27707 0.3 0.0 -0.4 0.000
H 4.06052 -1.97892 -0.37828 0.3 -0.1 -0.5 0.000
H -4.90657 0.41076 -0.28802 0.3 -0.7 -0.3 0.000
H 3.28338 -4.28341 1.15698 0.4 0.4 -0.3 0.000
H 0.55021 -3.93730 -0.21308 0.3 -0.1 -0.2 0.000
H -3.34497 -2.61017 -2.32180 -0.5 0.4 -0.1 0.000
H -4.24288 2.77661 -1.65530 0.1 -0.2 0.5 0.000
H -5.40188 -2.36226 2.78708 -0.2 0.0 0.2 0.000
H 4.89670 1.12790 1.21085 0.2 0.1 -0.1 0.000
H -6.52812 -0.37302 -0.28892 0.1 -0.4 -0.4 0.000
H -1.88735 -4.14452 2.84722 -0.1 0.1 0.1 0.000
H 2.58993 5.80825 -1.15864 -0.1 -0.1 0.1 0.000
H 2.73339 0.74076 -2.87875 -0.5 0.5 0.0 0.000
H 2.97189 4.10021 1.91097 0.2 -0.6 0.7 0.000


Computed relative energy (zero: lowest compared OMol25 entry of this formula, charge and spin) (kcal per mole) in order:
48.9 125.7
Computed maximum force (eV/Å) in order:
2.97 4.06